17
Properties=species:S:1:pos:R:3:forces:R:3 method="wB97M-V/def2-TZVPD" relative_energy_ev=3.7808
C -2.1050 -0.6155 -0.5624 -0.128 0.125 -0.411
C -1.2851 0.6039 -0.3028 -1.083 0.103 0.107
C 0.8025 1.5851 0.4989 0.479 1.573 -0.027
C 0.1766 0.5925 -0.3654 0.357 -1.613 0.571
C 0.6230 -0.7581 0.3454 0.228 -0.136 -0.380
C 2.1315 -0.7572 0.2804 -0.018 -0.373 -0.256
O 2.7385 -0.9886 -0.7389 -0.129 0.094 0.442
H -2.0202 -1.4255 0.1805 0.068 0.285 0.018
H -1.8044 -1.0610 -1.5221 -0.115 -0.028 0.107
H -3.1626 -0.3456 -0.6312 0.124 -0.102 -0.003
H -1.7726 1.4719 0.1318 0.045 -0.068 -0.126
H 1.4834 2.3368 0.1100 -0.069 -0.123 0.131
H 0.4605 1.6910 1.5213 0.011 -0.067 -0.056
H 0.6043 0.5322 -1.3774 -0.142 0.213 0.129
H 0.2016 -1.6286 -0.1699 0.237 0.133 0.017
H 0.2735 -0.7484 1.3831 0.032 0.017 -0.145
H 2.6547 -0.4849 1.2187 0.104 -0.035 -0.119